Entry 1:
DFT (ωB97M-V/def2-TZVPD) results for a cluster of 8 separate species, C45H98O3S in total.

HOMO-LUMO gap, eV: 9.8
Multiplicity: 1
Structure (SMILES): CCOS(C)(=O)=O.c1ccccc1.CCCCCC.CCCCCC.CCCCCC.CCCCCC.CCCCCC.CCCCCC
Largest force on an atom, hartree/bohr: 0.03177
Energy relative to the best compared isomer or geometry (same formula, charge and spin), kcal per mole: 0.0
LUMO, eV: 0.48
DFT total energy, Eh: -2397.2403

Atoms and positions in Å:
O: 3.554 -0.508 6.881
S: 2.352 0.237 6.639
O: 1.123 -0.403 6.216
O: 2.068 1.125 7.976
C: 0.923 1.980 7.968
C: 1.182 2.998 9.075
C: 2.736 1.504 5.422
H: -0.010 1.447 8.161
H: 0.805 2.473 6.999
H: 0.399 3.754 9.069
H: 2.157 3.467 8.947
H: 1.238 2.452 10.017
H: 3.607 1.173 4.861
H: 3.086 2.413 5.915
H: 1.864 1.707 4.810
C: 0.924 -1.095 2.015
C: 1.048 -1.673 0.762
C: 0.545 -1.022 -0.362
C: -0.043 0.239 -0.215
C: -0.370 0.693 1.058
C: 0.163 0.054 2.166
H: 1.388 -1.536 2.889
H: 1.591 -2.608 0.694
H: 0.641 -1.501 -1.327
H: -0.356 0.827 -1.069
H: -0.964 1.592 1.175
H: 0.072 0.447 3.173
C: -5.659 3.589 1.725
C: -4.918 3.045 2.929
C: -4.048 1.824 2.629
C: -3.500 1.203 3.924
C: -2.366 1.976 4.604
C: -1.749 1.178 5.763
H: -4.972 3.776 0.895
H: -6.230 4.500 1.901
H: -6.362 2.842 1.342
H: -4.303 3.835 3.382
H: -5.588 2.872 3.779
H: -3.241 2.082 1.937
H: -4.631 1.074 2.088
H: -4.313 1.039 4.637
H: -3.140 0.194 3.689
H: -1.554 2.184 3.905
H: -2.869 2.881 4.952
H: -1.327 0.223 5.466
H: -1.007 1.827 6.219
H: -2.483 1.043 6.561
C: 0.306 -0.911 -4.168
C: 0.028 -2.301 -4.723
C: 0.997 -2.744 -5.831
C: 0.686 -4.132 -6.381
C: -0.459 -4.188 -7.388
C: -0.461 -5.533 -8.122
H: 0.220 -0.149 -4.954
H: 1.330 -0.797 -3.811
H: -0.412 -0.561 -3.425
H: 0.076 -3.049 -3.924
H: -0.974 -2.284 -5.163
H: 1.989 -2.697 -5.376
H: 0.907 -1.983 -6.612
H: 1.625 -4.388 -6.891
H: 0.583 -4.897 -5.609
H: -1.407 -4.076 -6.857
H: -0.379 -3.379 -8.116
H: -1.117 -5.550 -8.997
H: 0.522 -5.774 -8.530
H: -0.817 -6.323 -7.460
C: 1.611 -8.134 4.873
C: 1.479 -6.934 3.931
C: 0.915 -7.262 2.540
C: 0.755 -6.019 1.663
C: 0.462 -6.365 0.200
C: 0.401 -5.114 -0.677
H: 1.778 -7.825 5.906
H: 2.381 -8.864 4.620
H: 0.656 -8.670 4.893
H: 0.828 -6.228 4.449
H: 2.457 -6.473 3.768
H: -0.059 -7.724 2.717
H: 1.576 -7.943 2.000
H: -0.031 -5.386 2.080
H: 1.682 -5.439 1.626
H: 1.196 -7.044 -0.247
H: -0.465 -6.935 0.073
H: 0.348 -5.339 -1.741
H: -0.406 -4.449 -0.359
H: 1.300 -4.502 -0.536
C: -0.318 5.682 4.226
C: 0.004 5.776 2.727
C: -1.023 5.019 1.879
C: -0.804 5.096 0.363
C: -0.904 6.505 -0.232
C: -2.348 7.007 -0.266
H: -1.207 6.257 4.490
H: 0.503 6.070 4.828
H: -0.554 4.646 4.478
H: 0.053 6.835 2.467
H: 0.973 5.353 2.447
H: -2.048 5.388 2.003
H: -1.019 3.972 2.195
H: 0.184 4.683 0.122
H: -1.529 4.424 -0.105
H: -0.260 7.256 0.226
H: -0.529 6.377 -1.252
H: -3.018 6.349 -0.829
H: -2.787 7.027 0.731
H: -2.364 7.967 -0.783
C: -0.989 7.869 -5.327
C: -1.321 7.119 -4.030
C: -2.334 5.991 -4.289
C: -1.864 4.640 -3.754
C: -2.964 3.573 -3.662
C: -2.334 2.248 -3.238
H: -0.255 8.653 -5.149
H: -1.908 8.328 -5.702
H: -0.640 7.154 -6.071
H: -0.363 6.731 -3.672
H: -1.699 7.795 -3.262
H: -2.527 5.897 -5.364
H: -3.323 6.243 -3.894
H: -1.019 4.303 -4.356
H: -1.519 4.768 -2.720
H: -3.759 3.866 -2.979
H: -3.401 3.467 -4.662
H: -2.106 2.338 -2.171
H: -2.915 1.337 -3.389
H: -1.384 2.051 -3.741
C: 3.562 -6.684 -2.637
C: 3.021 -5.482 -3.425
C: 4.074 -4.686 -4.177
C: 5.116 -3.971 -3.311
C: 4.557 -3.094 -2.168
C: 3.378 -2.181 -2.590
H: 3.795 -7.579 -3.222
H: 2.781 -7.033 -1.959
H: 4.470 -6.386 -2.112
H: 2.148 -5.784 -4.007
H: 2.588 -4.845 -2.644
H: 3.609 -4.041 -4.924
H: 4.643 -5.387 -4.803
H: 5.740 -4.713 -2.812
H: 5.672 -3.291 -3.956
H: 4.200 -3.701 -1.334
H: 5.376 -2.451 -1.848
H: 2.485 -2.764 -2.806
H: 3.231 -1.483 -1.764
H: 3.602 -1.562 -3.462



Entry 2:
DFT (ωB97M-V/def2-TZVPD) results for a cluster of 9 separate species, C46H106N4O9 in total.

HOMO-LUMO gap, eV: 9.0
Multiplicity: 1
Structure (SMILES): CC1(C)CCCC(C)(C)N1O.CC1(C)CCCC(C)(C)N1O.CC1(C)CCCC(C)(C)N1O.CC1(C)CCCC(C)(C)N1O.CCO.CCO.CCO.CCO.CCO
Largest force on an atom, hartree/bohr: 0.07019
Energy relative to the best compared isomer or geometry (same formula, charge and spin), kcal per mole: 8.5
LUMO, eV: 0.54
DFT total energy, Eh: -2712.1448

Atoms and positions in Å:
C: 3.668 2.948 4.928
C: 3.127 1.563 4.716
C: 2.198 1.524 3.424
C: 1.812 0.145 2.987
C: 3.117 -0.604 2.661
C: 4.096 -0.627 3.890
N: 4.312 0.767 4.363
O: 5.032 0.682 5.667
C: 3.508 -1.667 4.936
C: 5.475 -1.082 3.510
C: 2.318 1.082 5.951
H: 4.041 2.960 5.979
H: 2.752 3.654 4.955
H: 4.312 3.318 4.136
H: 1.331 2.119 3.666
H: 2.737 2.092 2.640
H: 1.260 0.242 2.021
H: 1.216 -0.376 3.650
H: 3.539 -0.174 1.734
H: 2.770 -1.584 2.377
H: 3.763 -1.561 5.994
H: 2.424 -1.568 4.892
H: 3.915 -2.662 4.667
H: 5.884 -0.405 2.721
H: 6.006 -0.936 4.489
H: 5.492 -2.148 3.364
H: 1.703 1.961 6.165
H: 2.921 0.914 6.798
H: 1.660 0.253 5.834
H: 5.752 1.281 5.461
C: 2.113 -3.448 -3.120
C: 0.788 -2.734 -3.395
C: -0.346 -3.678 -3.087
C: -0.547 -3.959 -1.636
C: -0.786 -2.610 -1.033
C: 0.294 -1.584 -1.175
N: 0.677 -1.406 -2.602
O: 1.834 -0.616 -2.703
C: -0.423 -0.297 -0.655
C: 1.571 -1.845 -0.275
C: 0.878 -2.302 -4.863
H: 2.191 -4.129 -3.953
H: 2.146 -4.139 -2.336
H: 3.034 -2.813 -3.112
H: -1.294 -3.216 -3.484
H: -0.135 -4.518 -3.752
H: 0.347 -4.470 -1.174
H: -1.438 -4.549 -1.476
H: -0.818 -2.685 0.047
H: -1.676 -2.156 -1.505
H: -0.559 -0.214 0.445
H: 0.321 0.523 -0.786
H: -1.389 0.003 -1.064
H: 2.262 -1.051 -0.440
H: 1.377 -1.706 0.760
H: 2.002 -2.831 -0.566
H: 0.192 -1.464 -5.183
H: 0.620 -3.118 -5.497
H: 1.845 -1.944 -5.220
H: 2.576 -1.132 -2.321
C: -6.501 0.383 -0.922
C: -6.553 -0.683 0.159
C: -7.920 -1.377 0.237
C: -7.806 -2.678 1.020
C: -6.793 -3.583 0.361
C: -5.386 -2.970 0.275
N: -5.529 -1.620 -0.259
O: -4.288 -0.966 -0.065
C: -4.809 -3.088 1.744
C: -4.515 -3.677 -0.741
C: -6.253 -0.117 1.543
H: -6.767 -0.034 -1.923
H: -5.443 0.761 -0.964
H: -7.157 1.291 -0.794
H: -8.733 -0.813 0.684
H: -8.279 -1.698 -0.750
H: -8.769 -3.114 0.924
H: -7.648 -2.456 2.103
H: -7.242 -3.811 -0.605
H: -6.764 -4.581 0.867
H: -4.029 -2.362 1.959
H: -5.648 -3.130 2.390
H: -4.393 -4.094 1.885
H: -4.570 -4.812 -0.584
H: -4.867 -3.440 -1.740
H: -3.477 -3.440 -0.664
H: -7.037 0.535 1.909
H: -5.227 0.283 1.610
H: -6.288 -0.845 2.369
H: -3.899 -0.861 -0.947
C: 2.991 2.216 -0.569
C: 4.507 2.710 -0.823
C: 5.161 1.763 -1.788
C: 4.941 1.931 -3.313
C: 5.140 3.430 -3.668
C: 4.377 4.414 -2.761
N: 4.693 4.062 -1.358
O: 3.744 4.795 -0.520
C: 4.822 5.841 -2.983
C: 2.864 4.359 -3.079
C: 5.193 2.599 0.531
H: 2.461 1.837 -1.432
H: 2.372 2.923 -0.043
H: 2.955 1.293 0.035
H: 6.262 1.876 -1.606
H: 4.912 0.769 -1.481
H: 3.937 1.597 -3.598
H: 5.611 1.373 -3.919
H: 4.749 3.560 -4.667
H: 6.172 3.657 -3.774
H: 4.197 6.517 -2.422
H: 5.867 5.944 -2.497
H: 4.860 6.181 -4.066
H: 2.709 4.661 -4.156
H: 2.480 3.341 -3.041
H: 2.245 4.967 -2.410
H: 6.215 2.834 0.559
H: 5.079 1.610 0.937
H: 4.843 3.386 1.311
H: 4.171 5.630 -0.290
C: -0.950 4.625 -0.876
C: 0.144 5.063 0.096
O: -0.049 6.428 0.365
H: -0.762 5.011 -1.860
H: -1.892 5.097 -0.508
H: -0.911 3.584 -0.919
H: 1.101 4.816 -0.431
H: 0.152 4.565 1.080
H: 0.430 6.537 1.199
C: -0.449 -4.548 2.755
C: -0.683 -3.541 3.830
O: -0.110 -2.299 3.527
H: -1.072 -4.394 1.874
H: -0.656 -5.643 3.016
H: 0.621 -4.583 2.410
H: -0.140 -3.892 4.684
H: -1.753 -3.459 4.118
H: -0.788 -1.648 3.370
C: -3.750 -2.765 -5.020
C: -4.215 -1.565 -4.180
O: -3.490 -1.032 -3.069
H: -4.650 -3.012 -5.692
H: -3.575 -3.694 -4.422
H: -2.913 -2.594 -5.712
H: -5.120 -1.933 -3.755
H: -4.475 -0.721 -4.891
H: -2.687 -0.601 -3.363
C: -1.830 0.932 4.392
C: -2.330 0.837 2.935
O: -2.095 -0.536 2.632
H: -0.734 0.692 4.484
H: -2.324 0.188 5.037
H: -2.200 1.880 4.736
H: -1.700 1.461 2.330
H: -3.376 1.197 2.739
H: -2.598 -0.796 1.861
C: -0.573 2.205 -3.479
C: -0.848 1.272 -4.685
O: -1.097 -0.083 -4.305
H: -0.059 1.724 -2.684
H: -1.453 2.640 -2.976
H: 0.044 3.067 -3.803
H: 0.068 1.261 -5.295
H: -1.644 1.570 -5.405
H: -0.352 -0.411 -3.742